(1)
{"formula": "C14H18N2O5", "method": "ωB97M-V/def2-TZVPD", "elements": ["N", "C", "C", "C", "C", "O", "O", "C", "O", "N", "C", "C", "C", "C", "C", "C", "C", "C", "C", "O", "O", "H", "H", "H", "H", "H", "H", "H", "H", "H", "H", "H", "H", "H", "H", "H", "H", "H", "H"], "positions_angstrom": [[-0.041065, 2.083155, -3.173052], [-0.349231, 1.078162, -2.193109], [-1.366115, 1.663654, -1.098719], [-0.870249, 2.890720, -0.322199], [0.087290, 2.581379, 0.753289], [0.278043, 3.074583, 1.836757], [1.030570, 1.581677, 0.453764], [-1.030567, -0.251151, -2.721536], [-1.867942, -0.239327, -3.609278], [-0.661143, -1.430049, -2.073652], [0.224714, -1.523905, -0.870225], [-0.779184, -1.573683, 0.394712], [-0.280145, -0.909237, 1.655388], [1.047114, -1.056698, 2.192603], [1.439319, -0.455381, 3.446544], [0.494728, 0.312296, 4.132302], [-0.791294, 0.500853, 3.602173], [-1.153385, -0.202346, 2.456415], [1.305493, -2.633151, -0.907597], [1.668327, -3.173201, 0.101043], [1.597958, -2.960963, -2.241477], [0.775914, 1.961916, -3.802915], [-0.864825, 2.171176, -3.809836], [0.628369, 0.698838, -1.609142], [-1.758675, 0.902551, -0.348246], [-2.206397, 2.073124, -1.775939], [-1.672285, 3.439034, 0.178908], [-0.187846, 3.491205, -0.915993], [1.517566, 1.470904, 1.254317], [-1.201579, -2.239565, -2.323672], [0.777301, -0.616480, -0.698907], [-1.745845, -1.099889, 0.145939], [-1.106754, -2.699549, 0.547969], [1.889282, -1.650418, 1.867063], [2.395015, -0.727980, 3.952445], [0.786540, 0.723835, 5.102953], [-1.537983, 1.111122, 4.209655], [-2.124847, -0.014487, 2.055627], [1.025946, -2.358291, -2.750016]], "atomic_forces_ev_per_a": [[-0.8, 0.3, -1.4], [1.5, -2.1, 2.4], [-0.8, 0.4, -1.4], [0.6, -0.7, 0.5], [2.9, -1.8, 2.1], [-1.4, 0.9, -0.4], [-1.8, 0.6, -2.1], [0.1, 0.7, 0.1], [0.7, -0.1, 0.6], [1.7, 0.9, 0.0], [-2.4, 0.1, 1.3], [0.1, -2.2, -0.3], [2.4, -1.2, 1.2], [0.4, 0.7, 1.9], [-1.5, -0.7, -0.9], [0.1, 0.1, 0.1], [0.0, -0.1, 1.5], [-0.2, 1.4, -0.3], [-1.9, -0.5, -1.1], [0.6, 0.2, -1.6], [0.3, 0.2, 2.3], [-0.7, -0.4, 1.1], [0.9, 0.0, 0.7], [-2.1, 1.6, -1.7], [0.4, 0.8, -1.3], [0.8, -0.9, 1.2], [0.1, 0.2, -0.6], [-0.6, 0.6, -0.8], [0.7, -0.1, 1.2], [-0.2, -0.2, 0.0], [0.2, 0.4, -0.3], [0.7, -0.1, -0.3], [0.9, 2.0, 0.0], [-0.6, -0.3, -1.1], [-0.7, 0.4, -0.8], [-0.3, 0.1, -0.4], [1.0, -0.9, -1.2], [-0.8, -0.1, -0.1], [0.2, -0.2, -0.2]], "lumo_energy_ev": 0.465, "multiplicity": 1, "total_charge": 0, "orbital_gap_ev": 9.65, "smiles": "N[C@@H](CCC(=O)O)C(=O)N[C@@H](Cc1ccccc1)C(=O)O", "e_above_lowest_kcal_mol": 58.8}

(2)
{"formula": "C14H18N2O5", "method": "ωB97M-V/def2-TZVPD", "elements": ["N", "C", "C", "C", "C", "C", "C", "C", "C", "C", "O", "N", "C", "C", "C", "C", "O", "O", "C", "O", "O", "H", "H", "H", "H", "H", "H", "H", "H", "H", "H", "H", "H", "H", "H", "H", "H", "H", "H"], "positions_angstrom": [[3.598317, 2.536810, 0.002465], [2.538616, 1.605270, -0.434172], [2.922082, 0.140647, 0.002400], [2.100424, -0.964791, -0.597436], [2.132867, -1.164406, -1.949073], [1.317258, -2.159894, -2.541576], [0.462258, -2.915285, -1.707678], [0.559309, -2.796090, -0.342393], [1.421487, -1.827869, 0.216002], [1.171448, 2.013402, 0.145597], [1.118740, 2.841058, 1.063008], [0.088764, 1.394504, -0.394172], [-1.191552, 1.560627, 0.292912], [-2.380497, 1.109650, -0.510990], [-2.355831, -0.362233, -1.011625], [-3.051739, -1.329655, -0.013133], [-4.255681, -1.400032, -0.039851], [-2.280919, -1.807439, 0.973579], [-1.022699, 0.932580, 1.644060], [-0.306960, -0.029875, 1.888806], [-1.854039, 1.393882, 2.530802], [3.493296, 2.746885, 1.004882], [3.340838, 3.458657, -0.382567], [2.524353, 1.616687, -1.551364], [3.916149, -0.026953, -0.363934], [2.975475, 0.075173, 1.068157], [2.714981, -0.501254, -2.562722], [1.349285, -2.296907, -3.628319], [-0.345238, -3.511448, -2.147943], [-0.015391, -3.396780, 0.359393], [1.386968, -1.695357, 1.293221], [0.106266, 0.902921, -1.306206], [-1.346026, 2.634027, 0.492453], [-2.442421, 1.741616, -1.400157], [-3.293427, 1.269027, 0.037710], [-1.345117, -0.746066, -1.053976], [-2.851642, -0.445833, -2.012351], [-1.444234, -1.333427, 1.032418], [-1.643387, 0.957369, 3.375140]], "atomic_forces_ev_per_a": [[-0.7, 0.7, -0.1], [0.5, -0.3, 0.1], [-0.3, 0.8, -0.9], [0.7, 0.7, 1.1], [-1.3, -1.2, -1.5], [0.2, 0.6, 0.7], [-0.1, 0.1, -1.3], [0.7, 0.6, 1.0], [-1.6, -1.1, 0.2], [0.9, 0.6, 0.0], [-0.6, -1.3, -0.8], [-0.9, 0.1, -0.7], [1.1, 1.3, -0.2], [-0.2, -1.1, -0.9], [-0.2, -0.8, 0.2], [-0.8, 2.5, -0.5], [0.6, -1.1, 0.3], [-1.0, -0.6, 0.0], [0.3, -2.1, -0.1], [-0.1, 0.9, -0.3], [-0.6, 0.9, 1.1], [0.0, -0.6, -0.4], [0.4, -0.5, 0.0], [-0.2, 0.1, 0.7], [0.8, 0.3, -0.1], [-0.2, 0.0, 0.8], [0.3, 0.0, -0.3], [-0.2, 0.0, 0.5], [0.6, -0.1, 0.1], [-0.1, 0.0, -0.4], [0.3, 0.0, -0.2], [0.3, 0.4, 1.2], [0.1, -0.3, 0.0], [0.1, 0.1, 0.1], [-0.3, 0.2, 0.3], [0.6, 0.2, -0.6], [0.4, 0.0, 1.0], [0.6, 0.0, -0.1], [-0.2, 0.0, -0.1]], "lumo_energy_ev": 0.477, "multiplicity": 1, "total_charge": 0, "orbital_gap_ev": 9.84, "smiles": "N[C@@H](Cc1ccccc1)C(=O)N[C@@H](CCC(=O)O)C(=O)O", "e_above_lowest_kcal_mol": 22.5}

(3)
{"formula": "C14H18N2O5", "method": "ωB97M-V/def2-TZVPD", "elements": ["C", "C", "O", "C", "O", "C", "C", "C", "C", "C", "N", "C", "O", "N", "C", "C", "C", "O", "O", "C", "C", "H", "H", "H", "H", "H", "H", "H", "H", "H", "H", "H", "H", "H", "H", "H", "H", "H", "H"], "positions_angstrom": [[-3.842811, -2.907468, 0.405487], [-4.364311, -1.822940, -0.526678], [-3.824612, -0.545382, -0.191674], [-2.602324, -0.265504, -0.661533], [-1.967515, -1.012945, -1.365388], [-2.123647, 1.071775, -0.226932], [-2.944297, 1.969013, 0.449302], [-2.444280, 3.213101, 0.790673], [-1.137393, 3.552550, 0.494309], [-0.295114, 2.646242, -0.154405], [1.011473, 3.028422, -0.437561], [2.151982, 2.260758, -0.609309], [3.142604, 2.738198, -1.121719], [2.081190, 0.996177, -0.133384], [3.169572, 0.058819, -0.256499], [4.333642, 0.391806, 0.687788], [2.620428, -1.314427, 0.098625], [1.612840, -1.485895, 0.735110], [3.404105, -2.289304, -0.347991], [2.994627, -3.617318, -0.038284], [-0.811756, 1.411422, -0.536274], [-2.765594, -3.003275, 0.293856], [-4.069314, -2.656303, 1.438964], [-4.309702, -3.856659, 0.158431], [-4.102125, -2.058033, -1.563700], [-5.446277, -1.707615, -0.432482], [-3.959440, 1.695352, 0.685456], [-3.076820, 3.926720, 1.297133], [-0.755747, 4.526379, 0.765315], [1.174342, 4.016688, -0.571175], [1.303010, 0.687627, 0.432424], [3.538783, 0.060839, -1.287757], [5.132049, -0.334309, 0.565049], [4.706568, 1.381807, 0.440062], [3.993955, 0.385241, 1.721316], [3.017665, -3.777717, 1.041273], [3.699336, -4.276255, -0.538080], [1.979486, -3.791419, -0.399449], [-0.224564, 0.703826, -1.100289]], "atomic_forces_ev_per_a": [[0.0, 0.4, -0.2], [0.0, -0.6, -0.2], [0.0, 0.3, 0.2], [0.1, -0.2, -0.2], [-0.1, 0.0, 0.1], [0.1, 0.4, 0.2], [0.0, -0.2, -0.1], [0.0, 0.1, -0.1], [0.1, -0.1, 0.0], [-0.5, -0.2, 0.1], [0.2, 0.5, -0.1], [-0.2, -0.1, 0.2], [0.4, 0.1, -0.2], [-0.2, -0.3, 0.1], [0.3, 0.1, 0.0], [-0.1, 0.0, -0.2], [-0.1, 0.4, -0.1], [-0.1, -0.1, 0.1], [0.3, 0.2, -0.2], [-0.3, -0.3, 0.2], [-0.1, 0.0, 0.0], [0.1, -0.1, 0.0], [0.0, 0.0, 0.1], [0.0, -0.1, 0.0], [-0.1, 0.1, 0.2], [0.1, 0.0, 0.0], [-0.1, 0.0, 0.0], [0.0, 0.1, 0.0], [0.1, 0.1, 0.1], [0.1, -0.2, 0.0], [0.0, 0.1, -0.1], [-0.1, -0.1, 0.1], [0.1, -0.1, 0.0], [0.0, 0.0, 0.0], [0.0, 0.0, 0.1], [0.0, 0.0, -0.1], [0.0, 0.1, 0.0], [0.1, 0.0, 0.0], [0.0, 0.0, 0.0]], "lumo_energy_ev": 0.496, "multiplicity": 1, "total_charge": 0, "orbital_gap_ev": 9.13, "smiles": "CCOC(=O)c1cccc(NC(=O)N[C@@H](C)C(=O)OC)c1", "e_above_lowest_kcal_mol": 8.4}